C18H37N3O7S2 | ωB97M-V/def2-TZVPD

The geometry in XYZ format:
```
67
Properties=species:S:1:pos:R:3:nbo_charge:R:1
S -2.450 2.702 2.244 2.326
S -2.187 5.156 0.986 2.332
O 3.041 3.189 1.337 -0.525
O -2.913 4.497 -0.085 -1.006
O -1.643 1.950 3.185 -0.997
O 3.032 3.177 -0.897 -0.609
O -3.884 2.726 2.420 -0.975
O -2.305 2.402 -2.166 -0.552
O -2.696 6.403 1.497 -0.962
N 1.552 -3.764 -0.987 -0.214
N -3.857 0.724 -2.468 -0.907
N -1.798 4.141 2.141 -1.266
C 2.292 -1.419 -1.129 -0.426
C 1.890 4.955 0.280 -0.501
C 0.449 -2.872 -1.512 -0.210
C -3.461 1.648 -0.197 -0.547
C 2.725 3.719 0.124 0.819
C 0.276 -5.322 0.674 -0.429
C 1.685 1.212 1.213 -0.654
C -2.227 1.768 0.695 -0.670
C -0.583 5.608 0.300 -0.667
C 0.775 -1.508 -0.951 -0.435
C 2.793 -2.863 -1.000 -0.209
C -1.816 -3.882 1.032 -0.621
C 1.751 -4.945 -1.868 -0.405
C 1.288 -4.206 0.442 -0.210
C -1.197 -5.090 0.332 -0.408
C -3.125 1.692 -1.664 0.714
C 0.424 4.476 0.186 -0.414
C 3.093 1.761 1.390 -0.077
H 3.471 1.519 2.385 0.193
H -1.256 -2.959 0.866 0.192
H -4.011 0.725 -0.014 0.220
H -2.832 -3.705 0.683 0.237
H 0.293 3.916 -0.747 0.218
H -1.736 -5.989 0.635 0.230
H 1.031 -3.304 0.995 0.233
H -1.939 0.795 1.104 0.220
H 2.538 -1.020 -2.112 0.233
H -1.394 2.167 0.116 0.239
H 0.529 -2.885 -2.599 0.218
H 2.079 5.395 1.261 0.232
H 3.410 -3.170 -1.841 0.225
H 2.752 -0.766 -0.392 0.253
H 0.349 -5.516 1.748 0.241
H 0.499 -1.446 0.102 0.225
H 0.986 1.900 1.685 0.260
H -1.343 -5.027 -0.750 0.188
H -0.514 -3.270 -1.217 0.244
H 3.342 -3.048 -0.082 0.227
H -0.197 6.386 0.968 0.229
H 0.825 -5.509 -1.933 0.232
H -4.646 1.205 -2.901 0.382
H 0.243 -0.713 -1.470 0.268
H 2.119 5.669 -0.516 0.225
H -0.822 6.076 -0.660 0.238
H 0.235 3.799 1.025 0.237
H 2.033 -4.592 -2.857 0.229
H -3.235 0.518 -3.250 0.362
H 3.808 1.383 0.651 0.180
H 1.599 0.234 1.702 0.198
H -4.121 2.492 0.043 0.308
H 1.418 1.103 0.157 0.202
H 0.628 -6.239 0.196 0.214
H -1.860 -4.042 2.110 0.224
H 2.541 -5.569 -1.457 0.228
H 2.254 -4.550 0.811 0.221
```

Output
Total charge: 0
Highest occupied orbital energy: -7.762 eV
LUMO: -0.94 eV

C18H37OP3SeSn | ωB97M-V/def2-TZVPD

The geometry in XYZ format:
```
61
Properties=species:S:1:pos:R:3:nbo_charge:R:1
Sn -0.059 -0.201 1.334 0.640
Se 0.165 1.382 -0.887 0.350
P -2.633 0.409 1.151 1.027
P 2.573 -0.314 1.147 1.023
P 0.240 2.095 3.025 0.983
O 0.027 -1.105 5.072 -0.340
C -0.766 -5.168 -6.451 0.028
C 0.441 0.002 -4.780 -0.201
C 3.536 -0.855 2.583 -0.961
C -0.261 -1.142 -2.304 -0.210
C 0.504 0.771 -3.618 -0.151
C 1.691 2.175 4.111 -0.962
C -0.604 -3.897 -6.877 -0.018
C 0.135 0.206 -2.380 -0.237
C -0.336 -1.907 -3.469 -0.213
C 0.380 3.676 2.103 -0.945
C -1.118 2.462 4.180 -0.955
C -3.720 0.155 2.573 -0.967
C 0.018 -0.808 3.963 0.529
C -3.268 -0.715 -0.142 -0.959
C -3.036 2.081 0.542 -0.946
C 0.013 -1.333 -4.692 -0.040
C 3.441 1.169 0.532 -0.948
C 2.873 -1.587 -0.134 -0.954
H 0.724 0.444 -5.730 0.273
H -0.508 -1.571 -1.329 0.227
H 3.424 -0.143 3.420 0.268
H 3.949 -1.834 -0.154 0.296
H -4.371 -0.747 -0.086 0.299
H -1.317 1.588 4.817 0.257
H -1.464 -3.284 -7.134 0.243
H -4.623 0.791 2.486 0.297
H 3.192 -1.848 2.918 0.279
H 3.228 2.038 1.172 0.258
H 2.296 -2.490 0.111 0.265
H -4.027 -0.903 2.631 0.290
H -4.134 2.163 0.457 0.299
H 0.376 -3.534 -7.176 0.240
H 1.706 1.317 4.803 0.262
H -1.759 -5.613 -6.356 0.249
H -3.196 0.419 3.512 0.262
H 0.078 -5.859 -6.387 0.249
H -0.480 3.803 1.430 0.249
H -2.869 -1.726 0.027 0.260
H 3.113 1.399 -0.494 0.261
H -0.849 3.311 4.821 0.297
H -0.296 -1.912 0.775 -0.112
H 0.418 4.518 2.806 0.291
H 2.556 -1.222 -1.125 0.255
H -2.571 2.247 -0.443 0.258
H 2.620 2.159 3.511 0.251
H -0.665 -2.948 -3.413 0.238
H 1.298 3.668 1.496 0.253
H -2.670 2.850 1.240 0.259
H -2.957 -0.376 -1.146 0.258
H 0.825 1.816 -3.636 0.259
H -0.047 -1.940 -5.590 0.187
H 1.669 3.102 4.707 0.299
H -2.039 2.712 3.622 0.254
H 4.528 0.972 0.542 0.300
H 4.606 -0.920 2.310 0.298
```

Output
Total charge: +4
Highest occupied orbital energy (spin up / spin down): -19.753 / -19.775 eV
Energy relative to the best compared isomer or geometry (same formula, charge and spin): 0.000 eV
LUMO (spin up / spin down): -14.22 / -15.61 eV

C18H37OP3SeTc | ωB97M-V/def2-TZVPD

The geometry in XYZ format:
```
61
Properties=species:S:1:pos:R:3:nbo_charge:R:1
Tc 0.000 0.000 0.000 -0.002
Se -4.451 -3.734 -1.277 0.549
P 1.712 1.515 0.100 1.212
P -1.084 0.474 -1.979 1.025
P 1.255 -1.631 -1.061 0.975
O -1.813 2.064 1.494 -0.266
C 1.601 3.038 1.153 -0.928
C -5.140 -6.051 0.245 -0.171
C -0.173 0.452 -3.602 -0.895
C -1.159 1.320 0.956 0.581
C 0.313 -2.879 -2.052 -0.913
C -1.864 2.139 -2.255 -0.893
C 2.602 -1.236 -2.270 -0.907
C -4.338 -6.616 2.458 -0.014
C 2.217 -2.823 -0.021 -0.906
C -5.118 -6.913 1.340 -0.163
C -3.577 -5.447 2.473 -0.152
C -3.592 -4.578 1.383 -0.231
C -2.532 -0.571 -2.507 -0.884
C -0.737 -1.674 1.189 -0.404
C 3.274 0.847 0.846 -0.912
C 0.400 -1.049 1.850 -0.410
C 2.436 2.337 -1.401 -0.905
C -4.376 -4.879 0.264 -0.109
H 4.061 1.609 0.904 0.313
H -2.211 -1.611 -2.599 0.246
H 1.340 -1.591 1.899 0.283
H -0.839 0.746 -4.421 0.299
H -0.150 -2.407 -2.921 0.246
H 2.707 -3.558 -0.667 0.296
H 3.044 0.482 1.851 0.260
H -3.518 -2.735 -0.728 0.027
H 3.642 0.001 0.260 0.243
H -1.723 -1.574 1.645 0.279
H 0.967 -3.688 -2.397 0.298
H 2.976 -2.292 0.559 0.261
H -1.098 2.915 -2.153 0.261
H 3.420 -0.729 -1.752 0.257
H 2.576 3.533 1.232 0.304
H 2.746 1.582 -2.127 0.254
H 0.666 1.151 -3.556 0.260
H -2.304 2.201 -3.257 0.296
H 0.886 3.741 0.718 0.268
H -0.481 -3.292 -1.425 0.232
H -0.613 -2.677 0.775 0.264
H 0.230 -0.491 2.766 0.291
H 2.236 -0.576 -3.058 0.253
H 1.666 2.959 -1.869 0.261
H -4.322 -7.290 3.310 0.273
H 1.553 -3.344 0.674 0.245
H -2.957 -0.237 -3.462 0.314
H 0.219 -0.544 -3.819 0.248
H 1.258 2.766 2.156 0.263
H 3.299 2.967 -1.151 0.317
H -5.752 -6.292 -0.620 0.266
H -2.995 -3.671 1.406 0.191
H -2.965 -5.205 3.337 0.254
H 2.992 -2.154 -2.724 0.295
H -2.648 2.335 -1.521 0.267
H -3.306 -0.535 -1.736 0.255
H -5.715 -7.820 1.316 0.282
```

Output
Total charge: +4
Highest occupied orbital energy (spin up / spin down): -20.152 / -20.305 eV
LUMO (spin up / spin down): -16.26 / -16.21 eV
Multiplicity: 4

C18H38Br2F3NO6P | ωB97M-V/def2-TZVPD

The geometry in XYZ format:
```
69
Properties=species:S:1:pos:R:3:nbo_charge:R:1
Br 2.589 2.872 0.050 0.053
Br 4.601 1.558 -3.888 0.083
P -2.386 3.157 2.026 2.609
F 3.251 3.751 -3.049 -0.324
F 4.167 1.022 -1.020 -0.349
F 4.983 3.094 -1.184 -0.288
O 1.676 -4.558 -0.714 -0.714
O -1.649 4.505 1.673 -0.791
O 0.367 -0.629 -1.326 -0.372
O -1.987 2.976 3.550 -0.813
O -3.893 3.605 2.008 -0.808
O -2.056 2.000 1.179 -1.161
N 1.698 -0.319 -1.680 -0.108
C -0.843 -1.906 2.244 -0.223
C -1.259 -3.267 2.820 -0.600
C -0.121 0.218 -0.246 -0.084
C 2.460 -2.594 -2.607 -0.428
C 0.742 -4.385 -1.770 -0.071
C 1.130 -3.322 -2.829 -0.441
C -1.362 -1.775 0.800 -0.384
C 1.711 0.329 -3.042 -0.250
C 0.698 -1.736 2.337 -0.614
C 1.886 1.842 -2.961 -0.498
C -2.507 -0.257 -0.900 -0.609
C -2.539 1.868 4.276 -0.259
C -1.463 -0.348 0.224 -0.279
C 3.294 2.410 -2.734 0.248
C 3.873 2.338 -1.292 0.590
C -0.219 4.463 1.685 -0.258
C 2.592 -1.520 -1.534 -0.221
C -4.900 2.806 1.358 -0.246
H -0.734 -2.390 0.153 0.181
H 1.245 -3.844 -3.786 0.226
H 1.479 -3.946 -0.007 0.463
H -0.872 -4.077 2.187 0.202
H -4.511 2.362 0.445 0.198
H -0.260 1.234 -0.635 0.194
H 2.030 0.370 -0.997 0.448
H 1.563 2.271 -3.916 0.281
H 1.205 2.241 -2.204 0.250
H 2.787 -2.169 -3.564 0.213
H -0.870 -3.415 3.828 0.215
H -2.366 -2.208 0.752 0.217
H -0.253 -4.184 -1.365 0.174
H 0.106 3.528 1.224 0.169
H -3.509 2.147 4.687 0.197
H -2.648 0.781 -1.210 0.217
H -2.205 -0.856 -1.763 0.202
H 0.987 -0.763 2.751 0.215
H -1.307 -1.114 2.843 0.194
H 0.304 -2.618 -2.978 0.208
H 0.148 5.302 1.100 0.207
H -1.771 0.325 1.037 0.298
H 0.617 0.229 0.563 0.190
H -5.246 2.024 2.032 0.186
H -5.723 3.475 1.125 0.208
H -3.468 -0.632 -0.545 0.220
H 0.731 0.096 -3.466 0.264
H 2.421 -1.888 -0.520 0.230
H 3.603 -1.099 -1.563 0.240
H -2.348 -3.373 2.858 0.214
H 3.221 -3.339 -2.345 0.261
H 1.158 -1.818 1.344 0.167
H 2.468 -0.157 -3.654 0.249
H 0.681 -5.357 -2.266 0.193
H 1.141 -2.500 2.977 0.226
H -2.642 0.992 3.633 0.184
H 0.160 4.528 2.704 0.201
H -1.854 1.641 5.088 0.206
```

Output
Total charge: +1
Highest occupied orbital energy: -13.043 eV
LUMO: -2.65 eV

E_tot (computed, eV): -59737.08353; -120314.08058; -116679.87691; -190578.19386